No. 1
The following is a DFT calculation (wB97M-V/def2-TZVPD) of C16H12ClNO6 in the gas phase.

Geometry as ORCA input:
```
! wB97M-V def2-TZVPD RIJCOSX def2/J DEFGRID3
* xyz 0 1
C -5.02542 -4.81132 -0.44297
H -6.03898 -5.03623 -0.77012
O -4.74951 -3.51918 -0.93234
C -3.54140 -2.97236 -0.68208
C -2.51532 -3.57369 0.04256
C -1.31582 -2.91659 0.23489
C -1.10437 -1.63825 -0.27024
C -2.11835 -1.03183 -1.01064
C -3.31212 -1.69187 -1.21092
Cl -4.56411 -0.94547 -2.13516
H -1.98682 -0.06612 -1.47463
C 0.22548 -1.01057 -0.02328
O 1.22232 -1.67212 0.16199
N 0.19410 0.36071 -0.00306
C 1.24646 1.25369 0.17616
C 2.57428 0.85199 0.29745
C 3.57561 1.80415 0.46728
C 3.26864 3.15773 0.51719
C 1.94207 3.55799 0.39353
C 0.93785 2.61268 0.22436
H -0.08632 2.94218 0.13030
C 1.63232 5.00599 0.44567
O 2.45063 5.87713 0.59257
O 0.32287 5.27547 0.31084
H 0.18318 6.23443 0.35212
H 4.03831 3.90108 0.64808
C 4.97748 1.32903 0.58922
O 5.31974 0.17691 0.52452
O 5.85417 2.32461 0.78218
H 6.75136 1.96310 0.85400
H 2.83955 -0.19295 0.26423
H -0.71465 0.79461 -0.08603
H -0.51793 -3.38944 0.78626
H -2.64690 -4.56040 0.45608
H -4.98158 -4.84289 0.64984
H -4.33680 -5.55219 -0.85984
*
```

Properties
* HOMO-LUMO gap: 0.3268 Eh
* F_max: 0.60 eV Å⁻¹
* DFT total energy: -1583.3773 Ha
* HOMO: -8.870 eV
* lowest unoccupied orbital energy: 0.023 eV
* SMILES string: COc1ccc(C(=O)Nc2cc(C(=O)O)cc(C(=O)O)c2)cc1Cl

No. 2
The following is a DFT calculation (wB97M-V/def2-TZVPD) of C4H7N3 in the gas phase.

Geometry as ORCA input:
```
! wB97M-V def2-TZVPD RIJCOSX def2/J DEFGRID3
* xyz 0 1
C -0.03249 -0.92854 -2.06182
N -0.57667 0.21850 -1.33977
C -0.14667 0.30780 0.00777
N 1.12602 0.16737 0.36215
N 1.11990 0.30106 1.69393
C -0.11399 0.52365 2.20352
C -0.97514 0.53161 1.13131
H -0.50871 -1.84069 -1.69141
H -0.28028 -0.82685 -3.12189
H 1.05435 -1.04485 -1.95881
H -0.33615 1.07510 -1.82409
H 1.98933 0.21899 2.19596
H -0.27246 0.63355 3.26790
H -2.04704 0.66329 1.13524
*
```

Properties
* HOMO-LUMO gap: 0.3666 Eh
* energy relative to the best compared isomer or geometry (same formula, charge and spin): 56.7 kJ/mol
* F_max: 0.25 eV Å⁻¹
* DFT total energy: -320.8617 Ha
* HOMO: -8.896 eV
* lowest unoccupied orbital energy: 1.079 eV
* SMILES string: CNc1cc[nH]n1

- Which of these has the lowest F_max?
  C4H7N3